The following is a DFT calculation (ωB97M-V/def2-TZVPD) of a molecular structure, C29H31BrN7O5PdS2.

total charge: +1
M: 808.07 Da
HOMO: -10.14 eV
HOMO-LUMO gap: 0.2635 Eh

XYZ file:
```
76
C29H31BrN7O5PdS2, DFT ωB97M-V/def2-TZVPD
Pd 0.46162 -0.22423 0.53958
O -4.71938 2.65213 3.84496
C -5.01807 1.72989 2.82050
C -3.74056 1.30161 2.15633
C -3.74289 0.28102 1.21611
C -2.55661 -0.09530 0.61928
N -1.40061 0.49364 0.91812
C -1.38337 1.50125 1.81312
C -2.53451 1.92241 2.44880
C -0.06012 2.12791 2.02345
C 0.15704 3.24375 2.80507
C 1.43313 3.78959 2.88267
C 1.70638 4.97424 3.77772
O 0.54949 5.71764 4.08858
C 2.44606 3.20340 2.13964
C 2.17069 2.07909 1.38644
N 0.95044 1.55156 1.34556
H -5.53800 2.97078 4.23571
H -5.66963 2.17483 2.05943
H -5.52510 0.84165 3.21288
H -4.65882 -0.22827 0.94670
H -2.50872 -0.87328 -0.12553
H -2.51167 2.71995 3.17506
H -0.65090 3.70348 3.35509
H 2.48980 5.59706 3.33744
H 2.09262 4.59624 4.72688
H 0.33824 6.30251 3.35380
H 3.45291 3.59881 2.14543
H 2.93880 1.58625 0.80834
C 0.59368 -2.44984 -3.32323
N -0.73554 -2.02543 -3.72753
C -1.28189 -2.54696 -4.97375
C -1.42660 -1.13300 -3.00923
O -1.06559 -0.61140 -1.96070
H 0.58705 -3.50255 -3.03022
H 0.92754 -1.83360 -2.49184
H 1.29125 -2.32429 -4.15254
H -0.75872 -3.46661 -5.22466
H -1.15328 -1.84318 -5.79768
H -2.34007 -2.78049 -4.86592
H -2.40296 -0.89161 -3.46064
N 3.25522 -7.00883 3.02964
C 3.24975 -5.64388 2.81083
C 3.18087 -5.13154 1.51153
C 3.10997 -3.76751 1.29819
C 3.09871 -2.89686 2.37983
C 3.17329 -3.39203 3.67621
C 3.24988 -4.75326 3.88955
S 3.08409 -1.15324 2.15492
O 2.19984 -0.59817 3.14657
O 4.44871 -0.69311 2.12578
N 2.40401 -0.94275 0.69209
C 3.13806 -0.59092 -0.43573
S 4.86379 -0.63055 -0.61585
C 4.66723 -0.13613 -2.25869
C 3.35899 0.04254 -2.53916
N 2.49135 -0.22167 -1.50331
H 3.54899 -7.58753 2.26057
H 3.60339 -7.32125 3.92065
H 3.18385 -5.81112 0.66754
H 3.05371 -3.37837 0.29023
H 3.16517 -2.70573 4.51313
H 3.30555 -5.13974 4.90035
H 5.52192 0.01428 -2.89677
H 2.96166 0.37323 -3.48702
Br -0.31752 -2.74332 0.35422
C -0.26623 -3.07578 2.25319
C 0.11140 -4.33293 2.68458
C 0.15300 -4.51741 4.05678
C -0.17049 -3.45822 4.89248
C -0.53715 -2.25007 4.32501
N -0.59512 -2.06082 3.00473
H 0.37553 -5.11502 1.98906
H 0.44828 -5.47599 4.46211
H -0.13642 -3.56445 5.96749
H -0.79178 -1.39569 4.93946
```